1.
C3H6N2Si | ωB97M-V with the def2-TZVPD basis set

XYZ file:
```
12
C3H6N2Si, DFT ωB97M-V with the def2-TZVPD basis set
Si -1.217 1.431 -0.396
N -0.100 0.123 0.011
C 0.260 -0.587 1.126
C 1.127 -1.563 0.792
N 1.453 -1.430 -0.544
C 0.767 -0.461 -0.981
H -0.924 2.653 0.092
H -2.442 1.085 0.326
H -1.068 1.269 -1.910
H -0.092 -0.140 2.069
H 1.675 -2.209 1.342
H 0.560 -0.171 -1.927
```

Calculated values
Energy relative to the best compared isomer or geometry (same formula, charge and spin) = 2.8 kJ/mol
Spin multiplicity = 1
LUMO = 0.78 eV
Structure (SMILES) = [SiH3]n1ccnc1
Charge = 0
HOMO energy = -8.93 eV
Kohn-Sham gap = 0.357 hartree

=====

2.
C3H6N3 | ωB97M-V with the def2-TZVPD basis set

XYZ file:
```
12
C3H6N3, DFT ωB97M-V with the def2-TZVPD basis set
C 1.428 -1.378 -1.545
C -0.103 -0.502 0.278
C -1.483 1.370 1.199
N 0.696 -1.148 -0.477
N 2.216 -0.456 -1.890
N -0.518 0.676 0.470
H 1.509 -2.304 -2.105
H -0.640 -1.237 0.993
H -0.979 2.348 1.531
H -2.492 1.431 0.747
H -2.024 0.888 2.071
H 2.392 0.314 -1.273
```

Calculated values
Energy relative to the best compared isomer or geometry (same formula, charge and spin) = 578.9 kJ/mol
Spin multiplicity = 1
LUMO (alpha / beta) = -7.48 / -7.69 eV
Charge = +1
HOMO energy (alpha / beta) = -14.91 / -15.07 eV
Kohn-Sham gap (alpha / beta) = 0.273 / 0.271 hartree

=====

3.
C3H6N3 | ωB97M-V with the def2-TZVPD basis set

XYZ file:
```
12
C3H6N3, DFT ωB97M-V with the def2-TZVPD basis set
C -0.839 1.181 -0.037
C -0.779 -1.308 0.179
C 1.346 0.337 0.049
N -1.457 -0.205 0.066
N 0.526 1.195 0.100
N 2.351 -0.457 0.005
H -1.337 1.940 0.468
H -1.062 1.557 -1.102
H -1.385 -2.231 0.209
H -2.424 -0.094 0.158
H 2.883 -0.724 -0.860
H 2.177 -1.191 0.763
```

Calculated values
Energy relative to the best compared isomer or geometry (same formula, charge and spin) = 320.4 kJ/mol
Spin multiplicity = 1
LUMO = -3.90 eV
Charge = +1
HOMO energy = -13.34 eV
Kohn-Sham gap = 0.347 hartree

=====

4.
C3H6N3 | ωB97M-V with the def2-TZVPD basis set

XYZ file:
```
12
C3H6N3, DFT ωB97M-V with the def2-TZVPD basis set
C 0.636 2.484 0.940
C 0.180 1.725 0.110
C -0.176 -0.808 -0.236
N -0.729 -1.716 -0.992
N 0.387 -0.964 0.910
N -0.574 0.973 -0.694
H 1.040 3.402 1.377
H -0.631 -2.743 -0.599
H -1.321 -1.437 -1.739
H 0.592 -1.924 1.289
H 0.727 -0.094 1.255
H -0.130 1.102 -1.622
```

Calculated values
Energy relative to the best compared isomer or geometry (same formula, charge and spin) = 315.5 kJ/mol
Spin multiplicity = 1
LUMO = -4.64 eV
Charge = +1
HOMO energy = -13.84 eV
Kohn-Sham gap = 0.338 hartree